The following is a DFT calculation (ωB97M-V with the def2-TZVPD basis set) of a molecular structure, C4H7FS at a distorted geometry.

```
! wB97M-V def2-TZVPD RIJCOSX def2/J DEFGRID3
* xyz 0 1
C 0.7063 -1.8291 -0.1304
C -0.3092 -0.7290 -0.4593
C 0.1136 1.1549 0.7340
C 0.2957 0.6787 -0.6714
H 0.1952 -2.6844 0.2508
H 1.4087 -2.1400 -0.8987
H 1.2521 -1.4517 0.7664
H -0.8870 -1.0090 -1.3286
H -0.0504 2.2174 0.9820
H 0.8866 0.7995 1.4215
H -0.3617 1.2104 -1.3483
F 1.6260 0.7274 -1.1234
S -1.3698 0.0536 0.8393
*
```

The value obtained for the maximum force is 2.5 eV Å⁻¹. The HOMO energy is -9.058 eV. The HOMO-LUMO gap is 9.95 eV. For the LUMO energy, the calculation gives 0.90 eV.

Here are the natural (NBO) charges for atoms 1 to 4, given in e: C -0.628; C -0.319; C -0.519; C 0.173

***

The following is a DFT calculation (ωB97M-V with the def2-TZVPD basis set) of 2 unconnected molecules or ions with the total composition C4H7FS2 at a distorted geometry.

```
! wB97M-V def2-TZVPD RIJCOSX def2/J DEFGRID3
* xyz 0 1
C 0.0403 1.9163 -0.7745
C -0.7732 0.9270 -0.2065
C -0.5122 0.0985 0.9923
C -0.4781 -2.1698 -0.5697
F -0.7917 -3.3703 -1.1040
S 2.8144 -0.0813 1.3155
S -1.1540 -1.5095 0.8479
H -0.2046 2.6187 -1.4732
H 1.1313 1.9845 -0.5552
H -1.8541 0.9176 -0.6484
H -1.1564 0.4840 1.7906
H 0.4911 0.0565 1.2969
H 0.2661 -1.5422 -1.0627
H 2.1810 -0.3300 0.1509
*
```

The value obtained for the maximum force is 5.6 eV Å⁻¹. The HOMO energy (spin up / spin down) is -9.661 / -6.935 eV. The HOMO-LUMO gap (spin up / spin down) is 10.27 / 4.06 eV. For the LUMO energy (spin up / spin down), the calculation gives 0.61 / -2.87 eV.

Here are the natural (NBO) charges for atoms 1 to 4, given in e: C -0.383; C -0.192; C -0.629; C -0.052

***

The following is a DFT calculation (ωB97M-V with the def2-TZVPD basis set) of C4H7I in the gas phase at a distorted geometry.

```
! wB97M-V def2-TZVPD RIJCOSX def2/J DEFGRID3
* xyz 0 1
C 0.5768 -1.6571 -0.1863
C 0.1184 -0.3426 -0.1870
C 0.9487 0.6431 0.6684
C -1.2698 0.7009 -0.6813
I -3.1309 0.0305 0.1385
H 0.0055 -2.5412 -0.4005
H 1.6821 -1.8569 0.0975
H 1.7417 -0.0897 1.1149
H 0.3416 1.1962 1.4459
H 1.3771 1.4957 0.0848
H -1.0337 1.8128 -0.3773
H -1.3573 0.6083 -1.7176
*
```

The value obtained for the maximum force is 3.8 eV Å⁻¹. The HOMO energy is -9.086 eV. The SMILES is C=C(C)CI. The HOMO-LUMO gap is 9.44 eV. For the LUMO energy, the calculation gives 0.35 eV.

Here are the natural (NBO) charges for atoms 1 to 4, given in e: C -0.438; C 0.042; C -0.672; C -0.552